The following is a quantum chemistry calculation of 14 unconnected molecules or ions with the total composition C41H112N2O23 in a non-equilibrium geometry, from the OMol25 dataset.

Last column: Löwdin charge in e.
Positions of all 178 atoms, in Å:
C1 0.23026 6.93139 8.59656  -0.219
C2 0.51788 7.90190 7.47713  -0.265
O1 -0.68562 8.58803 7.25298  -0.056
O2 -0.83376 5.95024 8.25495  -0.076
H1 0.02235 7.46783 9.52236  0.115
H2 1.13263 6.41661 8.92644  0.107
H3 0.80453 7.31044 6.60758  0.116
H4 1.34635 8.54564 7.77267  0.123
H5 -1.36264 7.93364 7.06587  0.080
H6 -0.39671 5.13986 7.98313  0.074
C3 -1.37537 -8.15251 -1.84564  -0.240
C4 -1.56458 -8.57259 -3.35184  -0.218
O3 -2.94742 -8.66348 -3.64868  -0.070
O4 -1.68309 -6.80317 -1.49982  -0.076
H7 -0.33192 -8.18722 -1.53238  0.105
H8 -1.88633 -8.88071 -1.21576  0.109
H9 -1.06391 -9.53133 -3.48697  0.114
H10 -1.15751 -7.78194 -3.98214  0.115
H11 -3.25079 -9.57408 -3.66799  0.082
H12 -1.50134 -6.71240 -0.56157  0.079
C5 5.65506 4.39248 4.45949  -0.228
C6 6.03457 5.36272 5.58049  -0.277
O5 5.51939 4.96184 6.79506  -0.049
O6 4.33084 4.60379 3.95493  -0.076
H13 5.79277 3.33252 4.67313  0.119
H14 6.28972 4.57088 3.59147  0.110
H15 5.81606 6.41025 5.37301  0.125
H16 7.12195 5.30105 5.62414  0.112
H17 5.64300 5.74089 7.34224  0.088
H18 4.06943 3.80645 3.48856  0.077
C7 -7.29447 -3.91964 3.27894  -0.290
C8 -6.66413 -3.03306 2.18291  -0.243
O7 -7.51170 -2.90176 1.05465  -0.061
O8 -8.06605 -3.18037 4.12807  -0.038
H19 -6.46818 -4.39848 3.80435  0.112
H20 -7.90887 -4.68304 2.80162  0.123
H21 -5.69112 -3.40662 1.86382  0.110
H22 -6.35235 -2.08155 2.61363  0.114
H23 -7.23344 -3.50992 0.36594  0.084
H24 -7.40344 -2.66542 4.59431  0.089
C9 3.94328 -0.25650 8.12072  -0.276
C10 2.67073 0.46508 8.49390  -0.257
O9 2.30835 1.49331 7.61015  -0.064
O10 3.80710 -1.10398 7.03050  -0.049
H25 4.24253 -0.86413 8.97472  0.118
H26 4.75940 0.44410 7.94403  0.119
H27 2.69478 0.87756 9.50254  0.115
H28 1.78376 -0.16484 8.56175  0.124
H29 3.03726 2.11065 7.51434  0.082
H30 4.59550 -1.64998 6.98660  0.089
C11 1.46155 7.38415 -0.42975  -0.272
C12 2.61173 8.36064 -0.36607  -0.259
O11 3.01849 8.98758 -1.56974  -0.046
O12 0.37558 7.87691 -1.15463  -0.051
H31 1.05246 7.06210 0.52787  0.116
H32 1.78032 6.41059 -0.80214  0.117
H33 3.46611 7.88463 0.11512  0.120
H34 2.40934 9.12488 0.38431  0.114
H35 2.38879 9.66186 -1.83515  0.081
H36 0.36508 8.82023 -0.97674  0.080
C13 -0.36011 0.64382 2.71043  -0.251
C14 0.70845 0.10811 1.77012  -0.254
O13 1.99845 0.22544 2.32947  -0.068
O14 -0.43612 0.03577 3.98080  -0.060
H37 -1.30942 0.56351 2.18084  0.120
H38 -0.12741 1.69068 2.90548  0.120
H39 0.68047 0.66739 0.83497  0.120
H40 0.57919 -0.93521 1.48225  0.116
H41 1.98030 -0.23572 3.17126  0.074
H42 0.21453 0.42219 4.57150  0.081
C15 -1.00405 1.37643 -11.16251  -0.116
O15 -0.03467 2.11158 -10.45220  -0.200
C16 0.68625 1.36036 -9.51453  -0.238
C17 1.47851 2.34865 -8.63378  -0.155
N1 2.62000 1.59599 -7.95700  -0.051
C18 3.41382 2.49949 -7.14605  -0.205
C19 2.59888 2.73297 -5.82652  -0.219
O16 2.84589 1.73228 -4.89315  -0.200
C20 4.08670 1.64686 -4.23525  -0.104
H43 -1.27608 1.82022 -12.12019  0.082
H44 -1.95552 1.38989 -10.63090  0.086
H45 -0.64399 0.37896 -11.41455  0.087
H46 1.33052 0.74505 -10.14255  0.119
H47 0.05804 0.67459 -8.94606  0.117
H48 0.79324 2.83509 -7.93960  0.103
H49 1.83701 3.11314 -9.32309  0.119
H50 2.25949 1.08977 -7.16084  0.080
H51 3.74987 3.44901 -7.56265  0.117
H52 4.28341 1.87665 -6.93628  0.103
H53 1.53230 2.88553 -5.99156  0.117
H54 3.01452 3.64074 -5.38913  0.111
H55 4.16341 2.51389 -3.57915  0.086
H56 4.95943 1.63506 -4.88817  0.078
H57 4.20189 0.77650 -3.58925  0.089
C21 5.28777 -5.10612 -12.26510  -0.146
O17 4.33997 -5.53119 -11.32608  -0.171
C22 4.53605 -5.05601 -9.97436  -0.176
C23 4.05323 -3.57838 -9.77727  -0.198
N2 2.67888 -3.42170 -9.30765  -0.064
C24 2.54167 -3.97021 -7.95823  -0.207
C25 1.20993 -3.50724 -7.35565  -0.233
O18 1.27977 -2.15267 -7.02198  -0.190
C26 0.21206 -1.74301 -6.24333  -0.132
H58 5.22406 -4.08635 -12.64471  0.080
H59 5.09476 -5.79283 -13.08929  0.086
H60 6.35203 -5.28774 -12.11528  0.083
H61 5.54843 -5.04180 -9.57064  0.112
H62 4.02843 -5.77730 -9.33392  0.105
H63 4.12626 -3.08991 -10.74895  0.109
H64 4.68519 -2.98646 -9.11518  0.109
H65 2.56690 -2.44381 -9.08120  0.094
H66 3.35321 -3.65026 -7.30466  0.121
H67 2.53914 -5.05141 -8.09641  0.107
H68 1.00011 -4.07981 -6.45220  0.114
H69 0.32284 -3.69296 -7.96119  0.127
H70 0.07933 -2.27087 -5.29895  0.089
H71 -0.73983 -1.71717 -6.77375  0.092
H72 0.49926 -0.74286 -5.91880  0.084
C27 -4.69500 5.95948 3.32016  -0.059
C28 -5.95505 6.38729 4.12531  -0.452
C29 -6.28008 5.47214 5.34727  -0.051
O19 -5.69845 7.74891 4.54859  -0.072
H73 -4.89787 5.02581 2.79557  0.072
H74 -3.87967 5.75985 4.01550  0.070
H75 -4.27161 6.69014 2.63098  0.074
H76 -6.78171 6.40921 3.41521  0.121
H77 -6.19491 4.41141 5.11127  0.073
H78 -7.29457 5.69582 5.67726  0.070
H79 -5.56364 5.67128 6.14422  0.077
H80 -6.43991 8.05288 5.07719  0.077
C30 -4.36127 -2.17275 9.14833  -0.068
C31 -5.46378 -1.12133 8.93899  -0.451
C32 -5.17826 0.17437 9.75968  -0.061
O20 -5.38474 -0.63433 7.60734  -0.079
H81 -3.39414 -1.69464 9.30383  0.070
H82 -4.16510 -2.89004 8.35140  0.076
H83 -4.48171 -2.71058 10.08871  0.074
H84 -6.45221 -1.55379 9.09413  0.137
H85 -6.04419 0.83553 9.79355  0.074
H86 -4.29083 0.70153 9.40942  0.079
H87 -5.08021 -0.06608 10.81831  0.070
H88 -4.51693 -0.24380 7.48087  0.079
C33 -6.43405 2.39792 -1.85783  -0.061
C34 -7.59135 2.93853 -2.82822  -0.422
C35 -8.16028 4.22810 -2.27240  -0.086
O21 -6.99700 3.32654 -4.08645  -0.075
H89 -6.08733 1.39855 -2.12079  0.065
H90 -6.80612 2.23248 -0.84674  0.064
H91 -5.58469 3.07375 -1.75797  0.069
H92 -8.26212 2.07966 -2.85076  0.135
H93 -7.48251 5.08043 -2.22500  0.079
H94 -8.53904 4.11247 -1.25689  0.075
H95 -8.98395 4.58999 -2.88779  0.077
H96 -6.32675 4.00409 -3.97112  0.080
C36 4.63186 -4.96202 -1.37230  -0.045
C37 5.04379 -6.41795 -1.74003  -0.491
C38 5.59446 -6.65737 -3.19962  -0.042
O22 5.92520 -6.87594 -0.77015  -0.063
H97 4.23058 -4.41487 -2.22535  0.070
H98 5.50350 -4.44103 -0.97616  0.072
H99 3.87639 -4.97568 -0.58669  0.072
H100 4.22103 -7.10627 -1.54671  0.128
H101 4.81794 -6.55769 -3.95801  0.070
H102 6.05493 -7.64368 -3.25689  0.071
H103 6.38299 -5.92152 -3.35727  0.070
H104 6.77439 -6.42822 -0.77263  0.089
C39 0.62231 -5.90247 6.05452  -0.061
C40 0.89368 -5.99930 4.55495  -0.497
C41 0.97014 -7.42302 4.04468  -0.059
O23 -0.13244 -5.33062 3.80824  -0.057
H105 0.57299 -4.84099 6.29726  0.072
H106 1.48224 -6.29642 6.59622  0.080
H107 -0.33897 -6.34260 6.31968  0.088
H108 1.85970 -5.53193 4.36395  0.129
H109 0.06499 -7.96361 3.76798  0.081
H110 1.39586 -7.93726 4.90632  0.072
H111 1.61429 -7.52975 3.17188  0.075
H112 -0.25166 -4.46126 4.19763  0.076

Calculated total energy in a.u.: -3468.8975
Total charge: 0
Largest force on an atom in hartree/bohr: 0.0785
Spin multiplicity: 1

The following is a quantum chemistry calculation of C4H7O2 in the gas phase in a non-equilibrium geometry, from the OMol25 dataset.

Last column: natural (NBO) charge in e.
Positions of all 13 atoms, in Å:
O1 1.19958 2.08362 1.15713  -0.517
C1 1.27768 1.62189 0.02371  0.287
C2 0.68960 0.39235 -0.36473  -0.100
C3 -0.48936 -0.14862 0.34387  -0.534
C4 -1.41745 -1.06607 -0.39603  -0.057
O2 -0.96458 -2.40629 -0.64346  -0.726
H1 1.88516 2.19685 -0.69599  0.123
H2 -0.11570 -2.47226 -1.06535  0.463
H3 1.30833 -0.21100 -1.02179  0.190
H4 -0.09300 -0.61035 1.28100  0.254
H5 -0.99784 0.65694 0.88010  0.254
H6 -2.32016 -1.31200 0.15848  0.199
H7 -1.66196 -0.61572 -1.36249  0.164

Calculated total energy in a.u.: -307.0036
Total charge: 0
Largest force on an atom in hartree/bohr: 0.0411
Spin multiplicity: 2